Record 1
Density functional theory data (ωB97M-V/def2-TZVPD) for 9 unconnected molecules or ions with the total composition C36H72O27.

```
! RIJCOSX wB97M-V def2-TZVPD def2/J DEFGRID3
* xyz 0 1
C 8.1490 -0.7955 -7.6015
C 6.7775 -0.3790 -7.1999
O 6.4311 -0.6330 -5.8302
C 6.2529 -1.9262 -5.4418
O 6.4052 -2.9652 -6.1085
O 6.0515 -1.8561 -4.1346
C 5.8863 -3.0494 -3.3383
H 8.3358 -0.6391 -8.6640
H 8.3306 -1.8493 -7.3904
H 8.9082 -0.1846 -7.1132
H 6.1098 -0.8865 -7.8961
H 6.7496 0.6982 -7.3646
H 5.0872 -3.0077 -2.5982
H 6.7585 -3.1049 -2.6870
H 5.7853 -3.9796 -3.8974
C 3.0617 1.0958 10.1449
C 4.1161 2.0299 10.6279
O 4.9124 2.5287 9.5382
C 4.6506 3.7660 9.1547
O 3.8959 4.6460 9.6238
O 5.4546 3.9252 8.1015
C 5.5558 5.1408 7.4098
H 3.4714 0.5706 9.2821
H 2.2408 1.7539 9.8600
H 2.7806 0.2768 10.8071
H 4.7916 1.5909 11.3622
H 3.5798 2.7873 11.1996
H 5.7887 5.9965 8.0435
H 4.5908 5.3770 6.9612
H 6.2745 4.9949 6.6034
C 2.8592 0.7820 2.2792
C 2.2159 0.2373 3.5041
O 0.8492 0.4840 3.4715
C 0.0301 -0.2678 2.7118
O 0.3505 -1.1962 2.0328
O -1.1566 0.2784 2.6729
C -2.2257 -0.2367 1.8580
H 2.3454 0.2947 1.4506
H 3.9158 0.5223 2.3436
H 2.8760 1.8669 2.1748
H 2.6267 0.8096 4.3359
H 2.5146 -0.7997 3.6574
H -2.3452 -1.2160 2.3215
H -1.9324 -0.3502 0.8143
H -3.0690 0.4537 1.8455
C -0.9345 -2.9142 -6.2085
C -1.3026 -1.9529 -5.0516
O -2.5866 -1.3380 -5.2503
C -2.8292 -0.3357 -6.0436
O -2.0116 0.3840 -6.5773
O -4.1688 -0.1517 -5.9877
C -4.7677 1.0384 -6.4890
H -0.0316 -3.5059 -6.0574
H -0.7335 -2.3032 -7.0885
H -1.8069 -3.5438 -6.3835
H -0.5334 -1.1806 -5.0454
H -1.2078 -2.3841 -4.0550
H -5.6439 1.2001 -5.8611
H -5.2027 0.9352 -7.4831
H -4.2331 1.9852 -6.5650
C -11.4358 3.0531 2.9073
C -12.9126 2.6625 3.1790
O -13.5983 3.4943 4.1106
C -13.3624 3.3325 5.4705
O -12.7887 2.2969 5.8943
O -13.9075 4.3672 6.0826
C -13.8253 4.4886 7.4999
H -11.0470 2.5927 1.9990
H -10.7293 2.7815 3.6916
H -11.3090 4.1233 2.7439
H -12.9185 1.5750 3.2534
H -13.5350 2.7639 2.2900
H -14.2308 5.4604 7.7816
H -12.8400 4.2978 7.9253
H -14.4576 3.6759 7.8574
C 2.7428 -9.3976 -4.4022
C 1.5092 -9.9065 -3.6968
O 1.5392 -9.7022 -2.2801
C 0.6824 -8.8936 -1.7053
O -0.3141 -8.2995 -2.2276
O 0.9843 -8.8935 -0.4533
C 0.2855 -8.0419 0.4687
H 3.6216 -10.0358 -4.3104
H 3.1247 -8.4553 -4.0095
H 2.5278 -9.3334 -5.4689
H 1.2443 -10.9422 -3.9096
H 0.5962 -9.4243 -4.0462
H 1.0089 -7.2997 0.8062
H -0.0656 -8.5947 1.3400
H -0.5071 -7.4082 0.0707
C -8.2995 -6.6514 -1.8509
C -7.6964 -5.3362 -2.3437
O -8.6323 -4.6325 -3.1525
C -9.3710 -3.6664 -2.6953
O -9.3804 -3.2830 -1.5069
O -10.0464 -3.1182 -3.7304
C -10.8742 -1.9938 -3.4966
H -8.0968 -7.4478 -2.5670
H -9.3816 -6.5458 -1.7731
H -7.8966 -6.8553 -0.8588
H -6.7775 -5.6090 -2.8627
H -7.3469 -4.7306 -1.5075
H -11.7802 -2.2795 -2.9622
H -11.1022 -1.4960 -4.4391
H -10.3195 -1.3080 -2.8563
C 9.6658 3.5622 -0.9447
C 9.8096 4.2352 0.3922
O 10.4408 3.3753 1.3376
C 11.8801 3.2740 1.3261
O 12.6233 3.8293 0.5342
O 12.3111 2.3910 2.2977
C 11.4239 1.8528 3.2789
H 8.8049 2.8966 -1.0084
H 10.5590 2.9511 -1.0741
H 9.6804 4.3491 -1.6988
H 8.8726 4.6627 0.7488
H 10.3915 5.1460 0.2513
H 11.9577 1.5513 4.1802
H 10.7729 1.0164 3.0242
H 10.8076 2.6794 3.6325
C 1.8748 5.6076 -3.5776
C 0.6329 5.8985 -2.6555
O 1.1177 6.3420 -1.3954
C 0.3116 6.3952 -0.3676
O -0.8966 6.3954 -0.4340
O 1.0401 6.4465 0.7647
C 0.4520 6.5147 2.0603
H 2.1775 6.4248 -4.2323
H 1.5603 4.8519 -4.2974
H 2.6925 5.2358 -2.9602
H 0.1211 4.9439 -2.5330
H -0.1072 6.6124 -3.0168
H 0.0022 5.5820 2.4004
H -0.2641 7.3365 2.0680
H 1.1591 6.7397 2.8587
*
```

- M: 936.9 g mol⁻¹
- Max |F|: 5.18 eV/Å
- SMILES: CCOC(=O)OC.CCOC(=O)OC.CCOC(=O)OC.CCOC(=O)OC.CCOC(=O)OC.CCOC(=O)OC.CCOC(=O)OC.CCOC(=O)OC.CCOC(=O)OC
- HOMO-LUMO gap: 10.74 eV


Record 2
Density functional theory data (ωB97M-V/def2-TZVPD) for 12 unconnected molecules or ions with the total composition C44H75N7O13S4.

```
! RIJCOSX wB97M-V def2-TZVPD def2/J DEFGRID3
* xyz 0 1
C 0.2697 4.6687 2.8127
C -1.1860 4.7445 3.2249
O -1.2157 5.9006 4.1492
S -2.6861 6.1687 4.8671
C -3.5078 7.2289 3.5870
O -3.4239 4.9165 4.9214
O -2.4584 6.9684 6.0808
H 0.5718 5.5767 2.3042
H 0.5152 3.7725 2.1879
H 0.8038 4.5042 3.7436
H -1.9095 4.9118 2.4320
H -1.3933 3.7974 3.7141
H -3.6402 6.5271 2.7628
H -2.8339 8.0793 3.4685
H -4.4467 7.5028 4.0605
C 1.3147 0.6007 -6.9121
C 1.0052 0.9800 -5.4874
O 2.1773 1.8488 -5.1539
S 2.0758 2.5360 -3.6700
C 2.7646 1.2567 -2.6155
O 2.9589 3.6832 -3.7327
O 0.6583 2.6477 -3.3204
H 1.2892 1.5014 -7.5647
H 0.6763 -0.1607 -7.3612
H 2.3524 0.2283 -6.9785
H 0.1015 1.5788 -5.4277
H 0.9644 0.1266 -4.7971
H 2.7836 1.7510 -1.6368
H 3.7832 0.9279 -2.8373
H 1.9712 0.5155 -2.6369
C -1.4878 -4.3531 -1.9978
C -0.2573 -5.0261 -2.4497
O 0.4788 -4.2113 -3.4466
S 1.5844 -3.1762 -2.9202
C 3.0776 -4.1595 -2.5873
O 1.8473 -2.3427 -4.0778
O 1.1796 -2.6074 -1.6371
H -2.1616 -4.8995 -1.3218
H -2.1310 -4.0317 -2.8427
H -1.2037 -3.4244 -1.4958
H 0.4128 -5.3114 -1.6283
H -0.3930 -5.9645 -2.9824
H 3.1050 -4.9217 -3.3667
H 2.7944 -4.6314 -1.6389
H 3.9571 -3.5278 -2.5376
C -5.3161 4.2997 -2.2801
C -3.8850 3.9392 -2.3084
O -3.5561 3.9691 -0.8765
S -2.3156 2.9340 -0.3955
C -0.8215 3.7526 -0.9847
O -2.3871 2.9942 1.0544
O -2.5461 1.7047 -1.1481
H -5.8427 3.5830 -1.6113
H -5.7619 4.2369 -3.2908
H -5.4441 5.3302 -1.8985
H -3.7610 2.9479 -2.7477
H -3.2226 4.6280 -2.8104
H -0.9122 3.7671 -2.0686
H -0.1266 3.0046 -0.6199
H -0.7567 4.7198 -0.5038
C 4.7102 3.7547 0.0900
C 5.4405 3.6825 -1.0837
C 6.1159 2.4273 -1.1711
N 5.7586 1.7741 -0.0329
C 4.8828 2.5298 0.7066
H 4.0331 4.5218 0.4109
H 5.4704 4.4330 -1.8662
H 6.7598 1.9784 -1.9490
H 5.9196 0.8159 0.2405
H 4.4465 2.1125 1.5749
C -1.6504 -1.4957 -4.9322
C -2.6937 -0.7393 -5.5572
C -3.2417 0.0418 -4.6024
N -2.4874 -0.0696 -3.4415
C -1.4416 -0.9746 -3.6586
H -0.9697 -2.2755 -5.2913
H -3.0262 -0.7856 -6.5722
H -4.0679 0.7351 -4.6839
H -2.5256 0.7234 -2.8091
H -0.6529 -1.2192 -2.9518
C 0.8542 -4.5226 0.9642
C -0.1315 -5.3504 1.5358
C 0.5697 -6.4229 2.1232
N 1.8967 -6.2987 1.7898
C 2.0977 -5.1252 1.1192
H 0.6489 -3.5870 0.4329
H -1.1934 -5.1832 1.5513
H 0.2298 -7.3714 2.5525
H 2.6220 -6.8446 2.2178
H 3.1152 -4.8920 0.8143
C 2.5674 -3.1376 4.5196
C 2.5528 -2.0534 3.6564
C 3.0886 -0.9381 4.3197
N 3.5091 -1.3656 5.5481
C 3.2081 -2.7261 5.6916
H 2.2517 -4.1831 4.3833
H 2.0993 -2.0219 2.6717
H 3.1775 0.0991 4.0027
H 3.9328 -0.8178 6.2709
H 3.5547 -3.2054 6.6120
C 4.4246 -1.9695 -0.3167
C 5.1416 -2.0615 0.8897
C 6.4964 -1.8070 0.6445
N 6.5782 -1.5346 -0.7164
C 5.3179 -1.6011 -1.2497
H 3.3499 -2.0364 -0.4643
H 4.7124 -2.2207 1.8640
H 7.2785 -1.6362 1.3832
H 7.4537 -1.4552 -1.2051
H 5.1575 -1.3826 -2.2951
C -3.3066 -3.2389 1.5500
C -4.0716 -4.3128 2.0520
C -5.1663 -4.4466 1.2471
N -5.0401 -3.5125 0.2084
C -3.9116 -2.7650 0.3731
H -2.4262 -2.7985 1.9797
H -3.9618 -4.8662 2.9524
H -5.9971 -5.1156 1.2112
H -5.6792 -3.4928 -0.5298
H -3.5590 -2.0292 -0.3420
C -5.1593 1.6154 3.5191
C -6.2462 0.9685 4.1972
C -6.2009 -0.3062 3.8069
N -5.1440 -0.5261 2.9924
C -4.4858 0.6590 2.7806
H -4.8791 2.6316 3.6845
H -6.9547 1.4252 4.8642
H -6.8433 -1.1425 4.0612
H -4.9073 -1.3969 2.5415
H -3.5412 0.6839 2.2706
C 0.2451 0.5352 2.3315
C -0.3788 -0.2919 1.2372
C 0.2029 0.2392 -0.0645
O 0.9799 1.4039 0.3215
C 1.4580 1.1082 1.6294
H 0.5452 0.0053 3.2322
H -0.3768 1.4380 2.5645
H -1.4723 -0.3031 1.1732
H -0.0545 -1.3389 1.3088
H -0.5019 0.5046 -0.8782
H 0.8404 -0.5651 -0.4174
H 1.8961 2.0304 2.0906
H 2.2723 0.3704 1.5559
*
```

- M: 1038.4 g mol⁻¹
- Max |F|: 2.83 eV/Å
- SMILES: CCOS(C)(=O)=O.CCOS(C)(=O)=O.CCOS(C)(=O)=O.CCOS(C)(=O)=O.c1cc[nH]c1.c1cc[nH]c1.c1cc[nH]c1.c1cc[nH]c1.c1cc[nH]c1.c1cc[nH]c1.c1cc[nH]c1.C1CCOC1
- HOMO-LUMO gap: 7.91 eV


Record 3
Density functional theory data (ωB97M-V/def2-TZVPD) for 4 unconnected molecules or ions with the total composition C5H19N2O4.

```
! RIJCOSX wB97M-V def2-TZVPD def2/J DEFGRID3
* xyz 2 2
N -2.3031 -0.0749 -1.1895
C -0.8111 0.0449 -0.6675
C 0.1380 -0.7101 -1.6084
C -0.2169 -2.2272 -1.7364
O -1.3912 -2.4496 -1.8826
C -0.5043 1.5340 -0.5550
N 0.4472 1.7279 0.5710
C 0.1769 2.9272 1.3349
H -2.7132 0.7954 -1.5230
H -2.1879 -0.8107 -1.8953
H -2.7816 -0.5203 -0.4075
H -0.8307 -0.6376 0.2069
H 0.0650 -0.2518 -2.5843
H 1.1708 -0.5072 -1.4104
H 0.5768 -2.9620 -1.4991
H 0.0527 1.8407 -1.4658
H -1.3463 2.1934 -0.3628
H 1.4330 1.6104 0.2537
H 0.2041 3.8190 0.7353
H -0.7142 2.6601 1.9519
H 0.8862 3.1213 2.1278
H 0.1914 -2.8830 1.2752
H -1.0940 -3.7430 0.9873
O -0.3355 -3.3045 0.5894
H 3.4354 0.1106 1.1344
H 3.6070 0.9866 -0.2422
O 3.0386 0.4881 0.3469
H 0.9166 -1.3810 3.0833
H 0.3638 -0.2273 2.2047
O 0.5267 -1.1694 2.2269
*
```

- M: 171.2 g mol⁻¹
- Max |F|: 3.76 eV/Å
- HOMO-LUMO gap (spin up / spin down): 10.65 / 5.33 eV


Record 4
Density functional theory data (ωB97M-V/def2-TZVPD) for a molecular structure, C13H9N11O4PtTe.

```
! RIJCOSX wB97M-V def2-TZVPD def2/J DEFGRID3
* xyz -2 1
Pt 0.7435 -0.0751 0.1733
O 0.8744 -4.6944 4.2314
C -0.1103 -4.6904 3.3763
O -0.9932 -5.5336 3.3768
C -0.1248 -3.6189 2.3346
C -1.0574 -3.6254 1.3193
N -0.7878 -2.5882 0.5255
N 0.2640 -1.8931 0.9671
C 0.6943 -2.4879 2.0771
C 1.9035 -1.9429 2.8270
O 2.2764 -2.6431 3.8203
O 2.3943 -0.8929 2.4289
H 1.5503 -3.8841 4.0394
H -1.8581 -4.3154 1.1225
H -1.1810 -2.2996 -0.3604
N 0.4636 3.0711 1.5401
C 1.1488 2.9198 0.3578
N 1.7819 3.9206 -0.2331
N 2.3068 3.3700 -1.3475
N 2.0143 2.1264 -1.4276
N 1.2562 1.7930 -0.3528
C -0.1767 2.0644 2.2268
N -0.8340 2.2363 3.3612
N -1.3639 1.0194 3.6194
N -1.0469 0.1784 2.7030
N -0.2913 0.8157 1.7819
H 0.5591 3.9576 2.0002
Te 0.7477 -1.0890 -2.2539
C -0.2534 0.5060 -3.2272
C 0.4727 1.4713 -3.9210
C -0.1750 2.4885 -4.6073
C -1.5606 2.5594 -4.6121
C -2.2934 1.6109 -3.9138
C -1.6434 0.5970 -3.2248
H 1.5523 1.4360 -3.8975
H 0.4095 3.2380 -5.1281
H -2.0659 3.3581 -5.1430
H -3.3763 1.6654 -3.8939
H -2.2204 -0.1295 -2.6658
*
```

- M: 706.0 g mol⁻¹
- Max |F|: 1.15 eV/Å
- HOMO-LUMO gap: 6.41 eV


Record 5
Density functional theory data (ωB97M-V/def2-TZVPD) for 2 unconnected molecules or ions with the total composition C4H8ClOP.

```
! RIJCOSX wB97M-V def2-TZVPD def2/J DEFGRID3
* xyz 0 1
C -1.5120 2.5638 -0.6521
P -0.2839 1.4378 0.0260
O -0.6018 0.2608 -1.1630
Cl 1.4076 2.2613 -0.6639
H -2.4919 2.5853 -0.1514
H -1.1427 3.5884 -0.2482
H -1.5446 2.7944 -1.6428
H -0.1967 -0.5261 -0.9230
C 0.4211 -3.0201 -0.6512
C 0.7737 -2.4844 0.3647
C 1.1358 -1.6684 1.5342
H 0.1833 -3.8225 -1.2194
H 1.4859 -0.7610 1.1339
H 0.2790 -1.2855 2.1225
H 2.0872 -1.9239 2.1336
*
```

- M: 138.5 g mol⁻¹
- Max |F|: 5.31 eV/Å
- SMILES: CP(O)Cl.C#CC
- HOMO-LUMO gap: 10.29 eV


Record 6
Density functional theory data (ωB97M-V/def2-TZVPD) for 4 unconnected molecules or ions with the total composition C5H14O3.

```
! RIJCOSX wB97M-V def2-TZVPD def2/J DEFGRID3
* xyz 1 2
C -0.9145 1.4416 0.3876
C -1.2286 -0.0521 0.3747
C -0.3523 -1.1715 0.8551
C -2.7540 -0.4397 0.1796
C -1.8089 -0.4250 -0.9638
H 0.1068 1.5830 0.0456
H -1.6605 1.8450 -0.3051
H -1.1746 1.8651 1.3646
H 0.6692 -0.8292 0.6101
H -0.2802 -1.3981 1.9097
H -3.3740 0.3440 0.5912
H -2.9800 -1.4376 0.5359
H -2.1155 -1.1584 -1.7041
H 4.2435 -0.3201 -0.6675
H -0.4762 -2.0592 0.2454
O 3.2948 -0.4886 -0.6351
H 2.9524 1.2995 1.6116
H 2.8154 0.3370 0.2965
O 2.3382 0.8015 1.0618
H 0.1405 -0.0804 -1.9226
H 1.6115 0.0291 -1.6224
O 0.9469 0.3141 -2.2486
*
```

- M: 122.2 g mol⁻¹
- Max |F|: 4.57 eV/Å
- HOMO-LUMO gap (spin up / spin down): 7.10 / 6.72 eV